(1)
{"formula": "C18H19N3O2S", "method": "wB97M-V/def2-TZVPD", "orbital_gap_ev": 7.528, "de_lowest_kcal_mol": 108.79, "homo_energy_ev": -8.32, "e_lumo_ev": -0.79, "total_energy_ev": -38372.1129, "total_charge": 0, "smiles": "O=[N+]([O-])c1ccc(C(=S)N2CCN(Cc3ccccc3)CC2)cc1", "elements": ["O", "N", "O", "C", "C", "C", "C", "C", "S", "N", "C", "C", "N", "C", "C", "C", "C", "C", "C", "C", "C", "C", "C", "C", "H", "H", "H", "H", "H", "H", "H", "H", "H", "H", "H", "H", "H", "H", "H", "H", "H", "H", "H"], "xyz": [[5.287, -2.939, -2.694], [4.458, -3.666, -2.187], [4.640, -4.835, -1.912], [3.169, -3.103, -1.885], [2.193, -3.905, -1.305], [0.965, -3.359, -0.998], [0.699, -2.016, -1.279], [-0.642, -1.456, -1.050], [-1.395, -0.805, -2.368], [-1.222, -1.588, 0.149], [-2.523, -1.015, 0.402], [-2.341, 0.413, 0.940], [-1.022, 0.525, 1.536], [-0.812, 1.805, 2.177], [-0.776, 2.905, 1.147], [-0.077, 2.711, -0.038], [-0.035, 3.705, -0.998], [-0.683, 4.910, -0.778], [-1.375, 5.112, 0.403], [-1.425, 4.112, 1.360], [-0.722, -0.640, 2.337], [-0.476, -1.818, 1.368], [1.682, -1.232, -1.884], [2.918, -1.766, -2.179], [2.414, -4.941, -1.101], [0.194, -3.974, -0.558], [-3.027, -1.651, 1.134], [-3.098, -1.011, -0.524], [-2.400, 1.137, 0.125], [-3.142, 0.641, 1.667], [-1.587, 2.023, 2.935], [0.156, 1.769, 2.689], [0.420, 1.767, -0.202], [0.503, 3.542, -1.920], [-0.649, 5.688, -1.526], [-1.883, 6.049, 0.580], [-1.973, 4.272, 2.278], [0.182, -0.458, 2.921], [-1.536, -0.882, 3.043], [-0.800, -2.760, 1.826], [0.585, -1.891, 1.129], [1.459, -0.203, -2.122], [3.694, -1.172, -2.638]]}


(2)
{"formula": "C4H6O2", "method": "wB97M-V/def2-TZVPD", "orbital_gap_ev": 9.444, "de_lowest_kcal_mol": 90.61, "homo_energy_ev": -10.04, "e_lumo_ev": -0.60, "total_energy_ev": -8336.5321, "total_charge": 0, "smiles": "C[C@H]1O[C@H]1C=O", "elements": ["C", "C", "O", "C", "C", "O", "H", "H", "H", "H", "H", "H"], "xyz": [[1.252, 1.099, -0.570], [-0.117, 0.702, -0.129], [-1.111, 0.145, -0.879], [-0.527, -0.442, 0.683], [-0.839, -1.828, 0.308], [-1.385, -2.572, 1.093], [1.787, 1.400, 0.340], [1.801, 0.299, -1.065], [1.179, 1.968, -1.229], [-0.604, 1.488, 0.461], [-0.763, -0.204, 1.735], [-0.674, -2.055, -0.748]]}


(3)
{"formula": "C4H7NS", "method": "wB97M-V/def2-TZVPD", "orbital_gap_ev": 9.174, "de_lowest_kcal_mol": 158.39, "homo_energy_ev": -9.45, "e_lumo_ev": -0.28, "total_energy_ev": -16580.0628, "total_charge": 0, "elements": ["C", "C", "C", "C", "H", "H", "H", "H", "H", "H", "H", "N", "S"], "xyz": [[2.529, 0.867, -0.273], [1.820, -0.251, 0.611], [-0.742, 0.666, -0.009], [-2.272, 0.208, 0.097], [1.520, 1.470, -1.013], [3.766, 0.013, -1.090], [3.052, 1.666, 0.807], [1.626, -0.311, 1.664], [2.451, -1.150, 0.519], [-0.540, 1.142, 1.081], [-0.809, 1.419, -0.809], [-3.482, 0.094, 0.033], [0.331, -0.866, -0.247]]}


(4)
{"formula": "C42H66BN2O15", "method": "wB97M-V/def2-TZVPD", "orbital_gap_ev": 9.637, "homo_energy_ev": -7.25, "e_lumo_ev": 2.38, "total_energy_ev": -78993.8212, "total_charge": -1, "elements": ["O", "C", "O", "B", "O", "C", "O", "O", "C", "O", "C", "O", "O", "C", "C", "C", "O", "C", "H", "H", "H", "H", "H", "H", "H", "H", "C", "C", "C", "O", "C", "H", "H", "H", "H", "H", "H", "H", "H", "C", "C", "C", "O", "C", "H", "H", "H", "H", "H", "H", "H", "H", "C", "C", "C", "O", "C", "H", "H", "H", "H", "H", "H", "H", "H", "C", "C", "C", "O", "C", "H", "H", "H", "H", "H", "H", "H", "H", "C", "C", "C", "O", "C", "H", "H", "H", "H", "H", "H", "H", "H", "C", "C", "C", "O", "C", "H", "H", "H", "H", "H", "H", "H", "H", "N", "C", "C", "C", "C", "C", "H", "H", "H", "H", "H", "N", "C", "C", "C", "C", "C", "H", "H", "H", "H", "H"], "xyz": [[-0.993, 2.519, -1.436], [-0.661, 1.372, -1.360], [-0.755, 0.630, -0.321], [-0.075, -0.710, -0.546], [0.352, -0.655, -1.930], [0.093, 0.474, -2.460], [0.459, 0.893, -3.578], [-0.979, -1.864, -0.279], [-0.361, -2.723, 0.575], [-0.806, -3.819, 0.935], [1.046, -2.172, 0.883], [1.106, -0.979, 0.264], [1.890, -2.806, 1.475], [2.773, -4.406, 4.682], [3.194, -5.765, 5.078], [1.986, -6.594, 5.474], [1.003, -5.857, 4.752], [1.209, -4.427, 4.736], [3.155, -4.143, 3.696], [3.140, -3.683, 5.411], [3.878, -5.835, 5.924], [3.646, -6.387, 4.305], [1.737, -6.644, 6.534], [1.945, -7.629, 5.136], [0.661, -3.959, 5.554], [0.752, -3.893, 3.903], [-4.293, 1.117, 0.019], [-5.523, 0.566, -0.716], [-5.597, 1.569, -1.825], [-5.251, 2.829, -1.238], [-4.111, 2.675, -0.396], [-3.462, 0.497, -0.317], [-4.323, 0.924, 1.092], [-6.341, 0.735, -0.016], [-5.329, -0.449, -1.063], [-6.676, 1.643, -1.961], [-4.993, 1.153, -2.631], [-4.119, 3.415, 0.404], [-3.197, 2.937, -0.928], [-3.026, -1.091, -3.502], [-2.149, -2.289, -3.743], [-2.875, -3.221, -4.767], [-4.169, -2.710, -4.850], [-4.354, -1.673, -3.788], [-2.785, -0.272, -4.180], [-2.913, -0.682, -2.499], [-1.876, -2.848, -2.848], [-1.182, -1.987, -4.146], [-3.051, -4.233, -4.402], [-2.381, -3.291, -5.735], [-4.738, -2.152, -2.888], [-5.008, -0.843, -4.054], [-3.324, -1.371, 2.638], [-3.345, -2.682, 3.311], [-2.110, -2.498, 4.182], [-2.051, -1.079, 4.569], [-2.762, -0.293, 3.535], [-4.372, -1.137, 2.449], [-2.894, -1.431, 1.639], [-3.391, -3.571, 2.682], [-4.167, -2.752, 4.024], [-1.224, -2.770, 3.608], [-2.016, -3.248, 4.968], [-2.190, 0.404, 2.923], [-3.473, 0.346, 4.060], [6.347, -0.658, 1.652], [4.898, -0.337, 1.728], [4.457, -0.670, 0.236], [5.757, -0.796, -0.490], [6.850, -0.257, 0.302], [6.467, -1.724, 1.848], [6.912, -0.104, 2.403], [4.706, 0.706, 1.979], [4.322, -0.972, 2.401], [3.704, 0.025, -0.137], [4.115, -1.705, 0.232], [6.975, 0.806, 0.091], [7.850, -0.666, 0.159], [1.337, 6.306, 0.094], [0.301, 7.167, -0.544], [-0.362, 6.085, -1.388], [0.776, 5.348, -1.926], [1.668, 5.222, -0.849], [0.830, 5.935, 0.985], [2.206, 6.898, 0.381], [0.596, 7.970, -1.218], [-0.393, 7.601, 0.176], [-0.874, 6.569, -2.220], [-1.017, 5.347, -0.927], [2.725, 5.391, -1.056], [1.644, 4.204, -0.459], [1.091, 0.092, 3.830], [1.300, 0.430, 5.250], [0.775, 1.936, 5.313], [0.686, 2.309, 3.897], [1.290, 1.394, 3.016], [0.143, -0.337, 3.504], [1.912, -0.448, 3.358], [2.362, 0.396, 5.495], [0.617, -0.216, 5.802], [1.433, 2.550, 5.929], [-0.188, 1.935, 5.824], [2.346, 1.595, 2.835], [0.822, 1.419, 2.032], [-0.306, 5.092, -5.831], [-0.786, 4.138, -4.977], [-2.007, 4.303, -4.268], [-2.721, 5.557, -4.240], [-2.140, 6.507, -5.012], [-0.984, 6.268, -5.775], [-0.376, 3.142, -4.909], [-2.464, 3.524, -3.675], [-3.458, 5.786, -3.484], [-2.510, 7.516, -5.114], [-0.669, 7.149, -6.314], [3.925, -4.601, -3.969], [3.321, -3.906, -2.966], [2.522, -2.806, -3.206], [2.210, -2.446, -4.534], [2.858, -3.175, -5.510], [3.641, -4.218, -5.249], [3.570, -4.184, -1.952], [2.185, -2.282, -2.324], [1.529, -1.635, -4.745], [2.657, -2.909, -6.538], [4.263, -4.739, -5.961]]}